(1)
Entry from OMol25: a single C5H7I molecule (ωB97M-V with the def2-TZVPD basis set).

Geometry as XYZ:
```
13
Properties=species:S:1:pos:R:3:lowdin_spin:R:1
I -2.998 -0.137 -0.005 1.343
C 1.058 0.984 0.143 0.032
C 0.274 -1.600 -0.071 0.014
C -1.083 0.729 0.433 0.458
C 0.134 -0.139 0.190 0.073
C -0.180 1.030 -0.680 0.041
H 2.003 0.619 -0.303 0.010
H -0.365 -1.861 -0.940 0.006
H -0.998 1.291 1.368 0.015
H -0.055 -2.281 0.877 0.003
H 1.280 -1.544 -0.333 0.001
H -0.441 1.191 -1.636 0.001
H 1.370 1.716 0.956 0.002
```

Output
lowest unoccupied orbital energy (spin up / spin down) = 0.0326 / -0.1227 hartree
frontier orbital gap (spin up / spin down) = 5.8 / 5.8 eV
multiplicity = 3


(2)
Entry from OMol25: a molecular structure, C8H20F4N3O11S4V (ωB97M-V with the def2-TZVPD basis set).

Geometry as XYZ:
```
51
Properties=species:S:1:pos:R:3:lowdin_charge:R:1
V -11.260 -1.713 20.057 0.841
S -10.417 -4.451 21.857 0.521
S -12.743 -4.587 20.939 0.492
S -12.658 1.334 20.370 0.549
S -11.731 0.487 22.545 0.473
F -13.660 -3.740 19.920 -0.210
F -11.019 -0.829 23.078 -0.163
F -12.616 0.733 18.886 -0.205
F -9.633 -3.211 22.422 -0.159
O -12.971 0.482 23.218 -0.221
O -14.043 1.282 20.647 -0.238
O -9.511 -5.040 20.951 -0.214
O -11.957 2.546 20.258 -0.195
O -10.810 1.534 22.782 -0.213
O -9.712 -1.432 19.790 -0.291
O -12.362 -5.719 20.174 -0.229
O -11.952 -1.971 18.681 -0.330
O -10.858 -5.177 22.982 -0.208
O -13.615 -4.759 22.036 -0.222
O -14.712 -0.237 14.421 -0.209
N -15.960 -1.944 16.645 -0.261
N -11.596 -3.476 21.140 -0.346
N -11.835 0.011 21.022 -0.365
C -16.622 -4.286 15.894 -0.051
C -14.234 0.972 13.837 -0.061
C -16.089 -0.951 17.769 -0.160
C -16.945 -1.435 15.603 0.028
C -13.959 -0.685 15.508 -0.208
C -14.512 -1.939 16.144 -0.048
C -16.366 -3.326 17.057 -0.169
C -15.434 -1.409 19.046 -0.060
H -17.657 -4.166 15.573 0.082
H -17.924 -1.751 15.951 0.113
H -14.403 -2.872 15.598 0.136
H -14.595 1.806 14.454 0.094
H -17.225 -3.262 17.721 0.143
H -15.765 -0.808 19.898 0.101
H -14.666 1.038 12.846 0.094
H -16.713 -1.991 14.698 0.102
H -15.530 -3.697 17.649 0.122
H -13.864 0.089 16.285 0.129
H -13.987 -2.046 17.098 0.113
H -17.143 -0.838 18.033 0.137
H -16.050 -4.092 14.990 0.078
H -13.146 1.027 13.906 0.094
H -15.656 -2.438 19.296 0.071
H -15.732 0.014 17.425 0.133
H -16.438 -5.287 16.273 0.094
H -12.919 -0.925 15.245 0.149
H -16.751 -0.390 15.428 0.101
H -14.371 -1.195 19.071 0.045
```

Output
lowest unoccupied orbital energy = -0.0341 hartree
frontier orbital gap = 9.8 eV


What did we get for F_max? Answer: 3.628, 4.289 eV/A, in the order shown.
What did we get for E_tot? Answer: -492.13058, -4244.87819 Eh, in the order shown.